{"formula": "C20H20FN3O4S", "method": "the ωB97M-V functional and the def2-TZVPD basis", "species": ["O", "S", "O", "N", "C", "C", "H", "H", "C", "N", "C", "N", "C", "C", "C", "C", "C", "C", "H", "H", "F", "H", "H", "C", "C", "H", "H", "H", "H", "H", "H", "H", "C", "C", "C", "C", "C", "C", "H", "H", "O", "C", "C", "H", "O", "H", "H", "H", "H"], "positions_angstrom": [[0.82, 2.48, -3.17], [1.34, 1.33, -2.62], [2.53, 0.93, -3.10], [0.30, 0.17, -3.19], [-0.93, 0.52, -2.76], [-1.70, -1.02, -2.58], [-2.64, -0.94, -2.22], [-1.93, -1.40, -3.52], [-1.05, -1.78, -1.64], [-1.02, -1.42, -0.14], [-0.52, -2.16, 0.65], [-0.53, -1.57, 1.83], [-1.15, -0.47, 1.91], [-1.86, 0.20, 2.87], [-2.63, 1.36, 2.47], [-3.01, 1.28, 1.12], [-2.46, 0.54, 0.25], [-1.65, -0.51, 0.48], [-3.11, 0.79, -0.76], [-3.79, 2.08, 0.92], [-3.11, 2.17, 3.37], [-1.51, -0.05, 3.76], [0.15, -3.04, 0.47], [0.43, -2.20, -2.10], [0.56, -1.00, -3.38], [1.77, -1.17, -3.42], [0.45, -1.69, -4.13], [0.93, -1.62, -1.26], [0.75, -3.18, -2.27], [-1.48, -2.92, -1.55], [-1.18, 1.01, -1.94], [-1.58, 1.04, -3.63], [1.30, 1.30, -0.96], [2.25, 0.46, -0.28], [2.14, 0.37, 1.08], [1.05, 1.23, 1.77], [0.45, 2.37, 1.08], [0.51, 1.94, -0.30], [-0.10, 2.90, -0.91], [-0.23, 2.77, 1.49], [1.27, 1.18, 3.25], [2.20, 0.33, 3.64], [2.46, -0.80, 3.00], [3.33, -1.38, 3.55], [2.77, -0.51, 1.62], [1.46, -1.29, 3.26], [1.99, 0.43, 4.92], [3.27, 1.12, 3.91], [2.70, -0.13, -0.83]], "nbo_charge": [-0.936, 2.448, -0.955, -0.727, -0.195, -0.479, 0.227, 0.248, -0.011, -0.350, 0.215, -0.536, 0.147, -0.310, 0.421, -0.316, -0.227, 0.126, 0.203, 0.220, -0.296, 0.217, 0.222, -0.473, -0.191, 0.247, 0.211, 0.198, 0.222, 0.216, 0.226, 0.191, -0.486, -0.226, 0.301, 0.291, -0.191, -0.135, 0.228, 0.183, -0.517, -0.068, -0.201, 0.242, -0.439, 0.255, 0.238, 0.115, 0.204], "homo_energy_ev": -8.4, "relative_energy_kcal_mol": 501.49, "total_charge": 0, "energy_ev": -47256.5379, "gap_ev": 8.40}

=====

{"formula": "C20H20FN3O6", "method": "the ωB97M-V functional and the def2-TZVPD basis", "species": ["O", "C", "O", "C", "H", "C", "O", "N", "C", "C", "N", "C", "O", "C", "C", "C", "C", "O", "H", "H", "H", "C", "C", "H", "H", "H", "H", "H", "H", "H", "H", "H", "C", "N", "C", "O", "C", "C", "C", "C", "C", "C", "H", "H", "H", "F", "H", "H", "H", "H"], "positions_angstrom": [[0.84, 1.93, 0.41], [0.02, 2.72, 0.81], [-1.00, 3.18, 0.08], [-1.24, 2.47, -1.12], [-0.32, 2.41, -1.70], [-1.74, 1.06, -0.74], [-1.88, 0.76, 0.42], [-2.02, 0.23, -1.76], [-2.37, -1.15, -1.47], [-1.22, -2.07, -1.91], [-0.95, -1.86, -3.31], [-1.29, -2.66, -4.36], [-1.26, -2.24, -5.51], [-1.67, -4.06, -4.13], [-2.17, -4.91, -5.09], [-2.34, -6.16, -4.47], [-1.93, -6.00, -3.18], [-1.53, -4.74, -2.97], [-1.88, -6.68, -2.35], [-2.71, -7.06, -4.92], [-2.37, -4.65, -6.11], [-0.60, -0.48, -3.60], [-1.75, 0.44, -3.17], [-1.50, 1.48, -3.37], [-2.65, 0.18, -3.74], [0.31, -0.23, -3.05], [-0.43, -0.40, -4.67], [-1.48, -3.11, -1.71], [-0.32, -1.82, -1.34], [-2.53, -1.23, -0.39], [-3.29, -1.41, -2.01], [-2.01, 3.04, -1.65], [0.06, 3.37, 2.18], [1.24, 2.92, 2.87], [1.37, 3.08, 4.21], [0.56, 3.69, 4.88], [2.60, 2.47, 4.80], [2.55, 2.07, 6.13], [3.67, 1.51, 6.71], [4.86, 1.36, 6.01], [4.91, 1.78, 4.69], [3.79, 2.33, 4.09], [3.86, 2.68, 3.06], [5.83, 1.68, 4.13], [5.71, 0.92, 6.50], [3.62, 1.11, 7.99], [1.64, 2.20, 6.69], [1.81, 2.26, 2.36], [-0.85, 3.09, 2.73], [0.05, 4.46, 2.07]], "nbo_charge": [-0.614, 0.816, -0.481, -0.180, 0.215, 0.667, -0.619, -0.436, -0.236, -0.236, -0.423, 0.630, -0.624, 0.141, -0.218, -0.319, 0.115, -0.402, 0.207, 0.234, 0.246, -0.239, -0.223, 0.214, 0.208, 0.199, 0.257, 0.245, 0.204, 0.254, 0.196, 0.221, -0.325, -0.610, 0.659, -0.612, -0.117, -0.245, 0.403, -0.273, -0.192, -0.206, 0.216, 0.219, 0.231, -0.322, 0.252, 0.423, 0.250, 0.230], "homo_energy_ev": -9.1, "relative_energy_kcal_mol": 0.00, "total_charge": 0, "smiles": "O=C(CNC(=O)c1cccc(F)c1)OCC(=O)N1CCN(C(=O)c2ccco2)CC1", "energy_ev": -40538.2328, "gap_ev": 9.63}

=====

{"formula": "C20H20IN2O2PSc", "method": "the ωB97M-V functional and the def2-TZVPD basis", "species": ["Sc", "N", "N", "C", "O", "O", "H", "H", "H", "C", "C", "C", "C", "C", "C", "P", "C", "C", "C", "C", "C", "C", "C", "C", "C", "C", "C", "C", "H", "H", "H", "H", "H", "H", "H", "H", "H", "H", "H", "H", "H", "H", "H", "I", "C", "H", "H"], "positions_angstrom": [[-2.36, -0.06, 0.52], [-3.42, 0.16, 2.82], [-3.26, -1.16, 3.28], [-2.21, -1.91, 2.79], [-1.84, -2.93, 3.30], [-1.70, -1.35, 1.67], [-3.06, 0.81, 3.51], [-4.41, 0.33, 2.74], [-3.56, -1.38, 4.22], [1.46, 1.65, -4.77], [1.20, 0.31, -4.52], [0.80, -0.11, -3.25], [0.67, 0.82, -2.22], [0.91, 2.17, -2.49], [1.31, 2.58, -3.75], [0.10, 0.33, -0.57], [0.98, 1.40, 0.59], [0.29, 1.94, 1.67], [0.92, 2.76, 2.60], [2.26, 3.06, 2.43], [2.97, 2.54, 1.35], [2.33, 1.72, 0.43], [0.72, -1.35, -0.29], [1.85, -1.61, 0.47], [2.22, -2.92, 0.76], [1.46, -3.98, 0.30], [0.32, -3.73, -0.46], [-0.05, -2.42, -0.74], [1.78, 1.97, -5.76], [1.32, -0.43, -5.31], [0.63, -1.16, -3.07], [0.80, 2.91, -1.70], [1.51, 3.63, -3.94], [-0.75, 1.73, 1.82], [0.37, 3.18, 3.43], [2.76, 3.71, 3.14], [4.02, 2.77, 1.22], [2.88, 1.32, -0.42], [2.45, -0.79, 0.86], [3.11, -3.10, 1.35], [1.74, -5.00, 0.54], [-0.28, -4.55, -0.82], [-0.94, -2.25, -1.32], [-3.70, -0.58, -2.15], [-4.45, -0.30, -0.12], [-4.95, -1.24, 0.09], [-5.19, 0.48, -0.23]], "nbo_charge": [1.725, -0.676, -0.503, 0.880, -0.556, -0.878, 0.377, 0.393, 0.406, -0.185, -0.195, -0.222, -0.266, -0.233, -0.187, 0.757, -0.379, -0.174, -0.205, -0.170, -0.212, -0.124, -0.268, -0.223, -0.180, -0.176, -0.195, -0.225, 0.230, 0.229, 0.226, 0.221, 0.227, 0.159, 0.227, 0.233, 0.233, 0.225, 0.222, 0.227, 0.230, 0.229, 0.212, 0.168, -1.074, 0.236, 0.233], "homo_energy_ev": -11.8, "relative_energy_kcal_mol": 9.86, "total_charge": 1, "energy_ev": -66225.4109, "gap_ev": 8.23}

=====

{"formula": "C20H20IrN4OS2", "method": "the ωB97M-V functional and the def2-TZVPD basis", "species": ["Ir", "C", "C", "N", "N", "C", "S", "S", "C", "C", "C", "C", "C", "C", "C", "C", "C", "C", "C", "C", "C", "O", "H", "H", "H", "H", "H", "H", "H", "H", "H", "H", "H", "H", "H", "H", "C", "H", "H", "N", "C", "C", "C", "N", "H", "H", "H", "H"], "positions_angstrom": [[0.72, -0.93, 0.87], [-0.89, 3.03, 0.19], [-0.65, 1.71, 0.91], [0.36, 0.98, 0.49], [1.21, 1.66, -0.37], [2.37, 1.10, -0.52], [2.88, -0.32, 0.28], [3.41, 1.86, -1.74], [3.09, 0.64, -3.07], [1.64, 0.55, -3.46], [0.77, -0.26, -2.74], [-0.58, -0.29, -3.06], [-1.08, 0.48, -4.09], [-0.22, 1.30, -4.81], [1.13, 1.33, -4.50], [-1.47, 1.45, 2.12], [-1.82, 2.66, 2.79], [-2.46, 2.74, 4.00], [-2.83, 1.56, 4.65], [-2.53, 0.37, 4.05], [-1.89, 0.27, 2.79], [-1.78, -0.99, 2.40], [-0.67, 2.90, -0.87], [-0.24, 3.83, 0.54], [-1.93, 3.34, 0.30], [3.46, -0.33, -2.74], [3.70, 0.98, -3.91], [1.14, -0.86, -1.91], [-1.25, -0.92, -2.47], [-2.14, 0.46, -4.33], [-0.60, 1.91, -5.62], [1.80, 1.98, -5.05], [-1.51, 3.59, 2.35], [-2.66, 3.71, 4.44], [-3.33, 1.58, 5.61], [-2.81, -0.57, 4.51], [-1.33, -1.25, 1.04], [-1.72, -2.25, 0.83], [-1.89, -0.56, 0.39], [2.09, -3.49, 0.49], [2.12, -4.82, 0.65], [1.06, -5.14, 1.46], [0.42, -3.92, 1.73], [1.06, -2.92, 1.13], [2.66, -2.88, -0.09], [2.88, -5.43, 0.19], [0.78, -6.12, 1.81], [-0.44, -3.71, 2.34]], "nbo_charge": [0.025, -0.675, 0.268, -0.245, -0.393, -0.101, -0.246, 0.211, -0.555, 0.054, -0.235, -0.198, -0.230, -0.226, -0.243, -0.205, -0.108, -0.306, -0.211, -0.256, 0.369, -0.503, 0.252, 0.219, 0.205, 0.230, 0.216, 0.252, 0.218, 0.201, 0.199, 0.197, 0.196, 0.198, 0.198, 0.211, -0.392, 0.150, 0.143, -0.324, -0.059, -0.353, -0.042, -0.208, 0.440, 0.213, 0.221, 0.229], "homo_energy_ev": [-3.0, -3.0], "relative_energy_kcal_mol": 0.00, "total_charge": -1, "energy_ev": -53581.9510, "gap_ev": [5.81, 5.81]}

=====

{"formula": "C20H20N2O3", "method": "the ωB97M-V functional and the def2-TZVPD basis", "species": ["C", "C", "C", "C", "C", "C", "N", "C", "C", "C", "C", "C", "C", "C", "C", "H", "C", "O", "N", "H", "C", "H", "H", "C", "C", "H", "C", "H", "C", "H", "O", "H", "H", "H", "H", "H", "H", "H", "H", "O", "H", "H", "H", "H", "H"], "positions_angstrom": [[6.83, 0.16, 0.73], [5.54, 0.69, 0.22], [5.18, 1.93, -0.23], [3.82, 1.85, -0.59], [3.43, 0.56, -0.33], [2.16, -0.12, -0.51], [2.10, -1.38, -0.17], [0.94, -2.05, -0.31], [0.89, -3.41, 0.07], [-0.27, -4.12, -0.06], [-1.43, -3.51, -0.57], [-1.42, -2.19, -0.94], [-0.24, -1.43, -0.83], [-0.15, -0.06, -1.18], [1.04, 0.59, -1.01], [1.14, 1.64, -1.28], [-1.36, 0.64, -1.71], [-1.87, 0.40, -2.78], [-1.80, 1.61, -0.86], [-1.36, 1.68, 0.05], [-3.13, 2.15, -0.97], [-3.12, 3.24, -0.86], [-3.49, 1.88, -1.97], [-4.08, 1.53, 0.08], [-3.66, 1.82, 1.54], [-4.53, 2.14, 2.12], [-3.15, 0.47, 2.04], [-2.08, 0.35, 1.84], [-3.96, -0.50, 1.18], [-4.96, -0.65, 1.61], [-4.06, 0.12, -0.08], [-3.48, -1.47, 1.04], [-3.32, 0.33, 3.11], [-2.91, 2.61, 1.59], [-5.09, 1.91, -0.12], [-2.31, -1.72, -1.34], [-2.34, -4.09, -0.66], [-0.30, -5.16, 0.23], [1.80, -3.85, 0.45], [4.48, -0.14, 0.16], [3.22, 2.64, -0.99], [5.81, 2.80, -0.30], [6.70, -0.27, 1.72], [7.56, 0.96, 0.78], [7.20, -0.62, 0.07]], "nbo_charge": [-0.653, 0.316, -0.331, -0.261, 0.221, 0.178, -0.426, 0.238, -0.209, -0.203, -0.219, -0.181, -0.120, -0.046, -0.234, 0.221, 0.666, -0.595, -0.613, 0.394, -0.244, 0.197, 0.246, 0.092, -0.442, 0.217, -0.430, 0.201, -0.065, 0.160, -0.531, 0.200, 0.220, 0.208, 0.180, 0.237, 0.215, 0.214, 0.224, -0.376, 0.222, 0.226, 0.229, 0.228, 0.229], "homo_energy_ev": -7.9, "relative_energy_kcal_mol": 43.60, "total_charge": 0, "smiles": "Cc1ccc(-c2cc(C(=O)NC[C@@H]3CCCO3)c3ccccc3n2)o1", "energy_ev": -30187.6374, "gap_ev": 7.97}